C53H79GaN4PSi4 | ωB97M-V/def2-TZVPD

XYZ file:
```
142
Properties=species:S:1:pos:R:3
Ga 0.7937 -1.8422 -0.4060
C -2.3947 -3.8264 2.6809
C -1.7978 -2.4740 2.2925
C -1.5811 -1.5350 3.4589
C -2.5636 -1.3896 4.4294
C -2.3827 -0.5547 5.5238
C -1.1927 0.1385 5.6410
C -0.1753 0.0247 4.6913
C 1.0496 0.8863 4.9153
C 1.9291 0.3961 6.0691
C -0.3716 -0.8212 3.5792
N 0.5428 -0.9130 2.5107
C 1.7865 -1.0916 2.7303
C 2.7810 -1.0897 1.6958
C 4.1619 -1.1567 1.8634
C 4.7270 -1.0516 0.5834
C 3.6575 -0.9358 -0.3021
N 2.4805 -0.9652 0.3537
H -2.3751 -4.4980 1.8205
H -3.4323 -3.7464 3.0180
H -1.8175 -4.2893 3.4837
H -2.4472 -1.9967 1.5574
H -0.8542 -2.6341 1.7791
H -3.4901 -1.9450 4.3300
H -3.1578 -0.4530 6.2750
H -1.0411 0.8072 6.4839
H 0.7096 1.8987 5.1462
H 1.6561 0.9656 4.0157
H 1.3745 0.3918 7.0098
H 2.8022 1.0422 6.1866
H 2.2834 -0.6217 5.8921
H 2.1588 -1.2820 3.7426
H 4.6768 -1.2496 2.8109
H 5.7750 -1.0473 0.3236
H 3.6793 -0.8525 -1.3783
C -2.2924 0.9127 -3.2111
Si -1.3250 -0.6373 -3.7184
C -1.3912 -0.5999 -5.6071
C -2.3620 -2.1467 -3.2470
Si 0.7935 -0.8064 -2.7473
Si 1.7989 -2.5200 -4.0835
C 1.9943 -2.3256 -5.9619
C 3.5639 -2.7727 -3.4687
C 0.8683 -4.1412 -3.9431
Si 1.8513 1.1669 -3.5410
C 0.7716 2.7230 -3.5448
C 2.3956 1.0406 -5.3434
C 3.4543 1.6534 -2.6666
H -3.3371 0.8590 -3.5409
H -1.8453 1.7968 -3.6769
H -2.2674 1.0761 -2.1275
H -2.4284 -0.5481 -5.9555
H -0.9358 -1.5004 -6.0295
H -0.8521 0.2644 -6.0133
H -3.4055 -2.0470 -3.5667
H -2.3360 -2.3289 -2.1667
H -1.9466 -3.0401 -3.7254
H 2.7125 -1.5549 -6.2293
H 1.0515 -2.0819 -6.4598
H 2.3534 -3.2765 -6.3713
H 4.1868 -1.8962 -3.6949
H 4.0276 -3.6479 -3.9373
H 3.5754 -2.9208 -2.3846
H -0.1102 -4.0807 -4.4368
H 0.7104 -4.3635 -2.8828
H 1.4328 -4.9584 -4.4083
H 0.0907 2.7045 -4.4035
H 1.3787 3.6304 -3.6168
H 0.1572 2.7953 -2.6427
H 1.6307 0.5786 -5.9742
H 3.3038 0.4403 -5.4320
H 2.6087 2.0407 -5.7380
H 3.2850 1.8830 -1.6100
H 3.8947 2.5317 -3.1527
H 4.1910 0.8433 -2.7124
C 1.7769 7.4322 -1.2786
C 0.6937 7.2148 -0.4358
C 0.3770 5.9291 -0.0174
C 1.1354 4.8370 -0.4371
C 2.2219 5.0695 -1.2799
C 2.5460 6.3552 -1.6949
P 0.8936 3.0773 0.1024
C -0.8691 3.1143 0.6125
C -1.3052 2.4856 1.7752
C -2.6419 2.5327 2.1486
C -3.5644 3.1803 1.3402
C -3.1579 3.7319 0.1325
C -1.8203 3.6938 -0.2300
C 1.7758 3.2375 1.7219
C 3.0075 2.5982 1.8266
C 3.7903 2.7408 2.9690
C 3.3467 3.5301 4.0178
C 2.1174 4.1774 3.9220
C 1.3397 4.0319 2.7847
H 2.0147 8.4349 -1.6112
H 0.0928 8.0516 -0.0991
H -0.4715 5.7819 0.6390
H 2.8188 4.2269 -1.6159
H 3.3956 6.5136 -2.3482
H -0.5954 1.9445 2.3866
H -2.9554 2.0580 3.0721
H -4.5988 3.2504 1.6468
H -3.8822 4.2026 -0.5228
H -1.5072 4.1339 -1.1715
H 3.3484 1.9579 1.0181
H 4.7413 2.2248 3.0355
H 3.9490 3.6368 4.9127
H 1.7645 4.7955 4.7399
H 0.3863 4.5442 2.7219
N -1.5355 -0.4242 -0.2150
C -2.6739 -0.5196 -0.0164
N -3.9841 -0.6157 0.1917
C -4.8987 -0.8149 -0.9382
C -6.0271 0.2149 -0.8508
C -6.3434 0.5514 0.6186
C -6.0191 -0.6221 1.5431
C -4.5236 -0.9702 1.5095
H -5.3001 -1.8327 -0.8906
H -4.3409 -0.7254 -1.8658
H -6.9098 -0.1856 -1.3555
H -5.7302 1.1230 -1.3789
H -7.3937 0.8255 0.7252
H -5.7544 1.4111 0.9245
H -6.6076 -1.4904 1.2342
H -6.3051 -0.3941 2.5698
H -4.3905 -2.0378 1.7058
H -3.9619 -0.4238 2.2665
C 2.9785 -4.5151 0.2881
C 1.4685 -4.7292 0.4280
C 1.1365 -6.1347 -0.0949
C 1.1163 -4.7102 1.9238
C 0.6940 -3.7523 -0.4664
H 3.5373 -5.2358 0.8983
H 3.2636 -3.5101 0.6105
H 3.2790 -4.6379 -0.7561
H 1.7410 -6.8950 0.4181
H 1.3330 -6.1984 -1.1689
H 0.0790 -6.3672 0.0730
H 1.6695 -5.4850 2.4742
H 0.0475 -4.8867 2.0690
H 1.3658 -3.7439 2.3590
H -0.3724 -4.0298 -0.4500
```

Energy (hartree): -5710.19434
Net charge: -1
HOMO energy (eV): -3.05
Orbital gap (Eh): 0.195

C31H59N5O18 | ωB97M-V/def2-TZVPD

XYZ file:
```
113
Properties=species:S:1:pos:R:3
C 10.5952 -25.0088 -22.9096
O 9.6765 -24.8040 -21.8666
C 8.5205 -25.5296 -21.7329
O 8.1423 -26.5449 -22.2939
O 7.8680 -24.9836 -20.6823
C 6.8252 -25.6979 -20.0430
H 11.4959 -24.4485 -22.6584
H 10.1574 -24.4264 -23.7203
H 10.8511 -26.0458 -23.1269
H 7.1350 -26.5129 -19.3889
H 6.0756 -26.1537 -20.6899
H 6.3952 -25.0830 -19.2523
C 9.2327 -20.1343 -28.9643
O 8.7878 -20.9690 -27.8982
C 7.7857 -20.6192 -27.1562
O 7.4817 -19.4490 -26.8907
O 7.2365 -21.7699 -26.5456
C 6.3739 -21.5625 -25.4602
H 9.9521 -19.4196 -28.5647
H 8.4304 -19.6654 -29.5341
H 9.7991 -20.6286 -29.7536
H 5.3642 -21.4438 -25.8532
H 6.5270 -20.6823 -24.8357
H 6.3850 -22.4250 -24.7938
C 2.8897 -27.6792 -13.8773
O 3.9643 -28.3879 -14.5429
C 4.4396 -29.5324 -14.0918
O 4.2099 -29.8383 -12.9291
O 5.3119 -30.1446 -14.9744
C 5.6711 -31.4674 -14.5689
H 2.2690 -28.3638 -13.2992
H 2.2200 -27.2948 -14.6466
H 3.3015 -26.9191 -13.2134
H 5.3125 -31.9946 -13.6849
H 6.7462 -31.6338 -14.5010
H 5.4362 -32.0253 -15.4754
C 5.2571 -20.8511 -16.7855
O 5.0887 -21.5397 -15.4967
C 5.0698 -20.7119 -14.3522
O 4.9748 -19.4896 -14.3093
O 5.1866 -21.5026 -13.2820
C 5.4513 -20.9980 -11.9990
H 4.5283 -20.0406 -16.7780
H 5.0161 -21.4635 -17.6543
H 6.2865 -20.5250 -16.9342
H 5.9957 -20.0590 -12.0986
H 6.0361 -21.7387 -11.4535
H 4.4833 -20.7842 -11.5459
C 5.1065 -32.2798 -22.5896
O 4.9130 -33.6267 -22.9950
C 4.2854 -33.8782 -24.1319
O 3.6607 -32.9965 -24.7828
O 4.2962 -35.2131 -24.3887
C 3.6752 -35.7033 -25.6080
H 5.9586 -32.1726 -21.9184
H 4.2063 -31.8653 -22.1358
H 5.2364 -31.5702 -23.4067
H 2.7582 -35.1647 -25.8469
H 3.3992 -36.7501 -25.4811
H 4.3548 -35.5781 -26.4510
C 12.4515 -31.8335 -23.5087
O 12.3512 -31.5737 -22.1086
C 12.2172 -30.1406 -21.8014
C 11.8735 -29.9809 -20.2441
O 12.5436 -28.8767 -19.8126
C 12.5484 -28.4459 -18.4262
C 13.5213 -29.3030 -17.6219
O 14.8949 -29.2858 -18.0091
C 15.4532 -28.0336 -18.2171
H 12.0114 -31.0369 -24.1086
H 12.1352 -32.8440 -23.7676
H 13.5154 -31.8760 -23.7421
H 11.4127 -29.6888 -22.3817
H 13.1478 -29.5821 -21.9018
H 12.2249 -30.9186 -19.8135
H 10.7883 -29.8947 -20.1902
H 11.5525 -28.5526 -17.9961
H 12.9029 -27.4171 -18.4890
H 13.2451 -30.3574 -17.6117
H 13.4012 -29.1240 -16.5535
H 15.0518 -27.6322 -19.1477
H 16.5335 -28.0350 -18.3615
H 15.1967 -27.2762 -17.4764
C 10.4375 -19.9892 -20.8098
C 11.0743 -20.6542 -19.6129
N 11.4908 -21.1808 -18.6458
H 9.4309 -19.7176 -20.4919
H 10.5177 -20.5746 -21.7258
H 11.0697 -19.1014 -20.7908
C 16.7951 -20.8047 -19.1893
C 16.4794 -20.8550 -20.6507
N 16.2908 -20.9511 -21.7719
H 16.5079 -21.7155 -18.6638
H 16.2890 -19.9288 -18.7834
H 17.8350 -20.4934 -19.0904
C 16.8581 -27.0767 -23.2212
C 16.2635 -27.0656 -24.5528
N 15.7103 -26.9748 -25.5839
H 16.9554 -28.0992 -22.8564
H 15.9781 -26.7187 -22.6869
H 17.7899 -26.5222 -23.1097
C 10.8690 -25.6740 -29.0502
C 9.6459 -25.8576 -29.8523
N 8.6950 -26.0277 -30.5236
H 10.9848 -26.4222 -28.2661
H 10.8803 -24.6834 -28.5954
H 11.8271 -25.6237 -29.5674
C 15.4586 -21.7311 -27.9643
C 16.9521 -21.6274 -27.8768
N 18.0845 -21.5180 -27.7945
H 15.1469 -21.8971 -26.9330
H 15.1270 -22.4557 -28.7080
H 15.1305 -20.7004 -28.0991
```

Energy above the lowest of the compared OMol25 structures with the same formula, charge and spin (eV): 4.139
Energy (hartree): -2844.43288
HOMO energy (eV): -9.73
Orbital gap (Eh): 0.352
SMILES string: COC(=O)OC.COC(=O)OC.COC(=O)OC.COC(=O)OC.COC(=O)OC.COCCOCCOC.CC#N.CC#N.CC#N.CC#N.CC#N

C5H7Cl | ωB97M-V/def2-TZVPD

XYZ file:
```
13
Properties=species:S:1:pos:R:3
C 1.1741 1.7986 -0.1711
C 2.2361 1.1230 -0.4331
C -0.4972 0.5485 0.9097
C -1.3340 -0.2128 0.2167
C -1.0186 -1.5497 -0.3223
Cl -2.8878 0.4156 -0.2132
H 2.6963 0.1920 -0.0322
H 2.7887 1.6923 -1.3743
H 0.4637 0.2449 1.4016
H -0.5759 1.5578 1.3325
H -1.0664 -1.6156 -1.4934
H -1.7721 -2.1953 0.0567
H -0.2068 -1.9992 0.1224
```

Energy above the lowest of the compared OMol25 structures with the same formula, charge and spin (eV): 5.250
Energy (hartree): -654.69757
HOMO energy (eV): -8.94
Orbital gap (Eh): 0.316

- What is the HOMO energy in the third record?
  -8.94 eV

- Which of these has the highest orbital gap?
  C31H59N5O18

- Which value of energy does entry 3 give?
  -654.69757 hartree

- Which of these has the lowest HOMO energy?
  C31H59N5O18